This record from the OMol25 dataset describes C3H3IS in the gas phase at a distorted geometry. The level of theory is ωB97M-V/def2-TZVPD.

Computed properties:
- molecular weight (g/mol) = 198.03
- orbital gap (eV) = 8.509
- structure (SMILES) = CSC#CI
- relative energy (zero: lowest compared OMol25 entry of this formula, charge and spin) (kJ/mol) = 40.1
- LUMO level (eV) = 0.1301

Geometry as ORCA input:
```
! wB97M-V def2-TZVPD RIJCOSX def2/J DEFGRID3
* xyz 0 1
C 0.68966 -0.37082 0.39225
S 0.03468 0.17363 2.00616
C -1.34267 1.19609 1.65886
C -2.10074 2.19634 1.97770
I -3.78070 3.33509 2.07250
H 1.44655 -1.15356 0.46919
H 1.08674 0.55000 -0.11971
H -0.16089 -0.69358 -0.17455
*
```

=====

This record from the OMol25 dataset describes 4 unconnected molecules or ions with the total composition H8O4. The level of theory is ωB97M-V/def2-TZVPD.

Computed properties:
- molecular weight (g/mol) = 72.06
- orbital gap (eV) = 10.872
- structure (SMILES) = O.O.O.O
- relative energy (zero: lowest compared OMol25 entry of this formula, charge and spin) (kJ/mol) = 72.0
- LUMO level (eV) = 0.2544

Geometry as ORCA input:
```
! wB97M-V def2-TZVPD RIJCOSX def2/J DEFGRID3
* xyz 0 1
O -2.44538 -7.29818 -17.78375
H -2.82771 -7.33442 -16.88010
H -2.90067 -6.57674 -18.23058
O 0.20117 -8.31168 -17.68942
H 0.39116 -8.66377 -18.56416
H -0.66233 -7.85495 -17.78174
O -3.10270 -4.60427 -14.42787
H -3.50909 -4.35393 -15.26491
H -2.68083 -5.45269 -14.60298
O -3.01348 -7.70108 -15.06333
H -3.13726 -8.65750 -15.00025
H -3.42616 -7.34762 -14.26362
*
```

=====

This record from the OMol25 dataset describes a molecular structure, C34H41BrCuN8O2 at a distorted geometry. The level of theory is ωB97M-V/def2-TZVPD.

Computed properties:
- molecular weight (g/mol) = 737.21
- orbital gap (alpha / beta) (eV) = 7.120 / 5.813
- LUMO level (alpha / beta) (eV) = -5.1271 / -6.4056
- <S²> = 0.75

Geometry as ORCA input:
```
! wB97M-V def2-TZVPD RIJCOSX def2/J DEFGRID3
* xyz 2 2
Cu 0.06988 -0.40517 0.36017
C 0.05950 -4.52296 1.32377
N -1.23961 -3.86770 1.19250
C -2.39448 -4.79175 1.29718
C -1.36428 -2.64314 0.64658
N -0.46952 -2.12188 -0.18781
C 0.18621 -2.96409 -1.12687
C -0.54252 -3.88096 -1.83598
C 0.11157 -4.81442 -2.65526
C 1.48472 -4.91787 -2.68648
C 2.25602 -3.95419 -1.97104
C 3.68201 -4.02701 -1.96247
C 4.40734 -3.13250 -1.22193
C 3.78657 -2.01303 -0.66972
C 2.41530 -1.85830 -0.71398
N 1.88175 -0.62767 -0.28321
C 2.54792 0.47850 -0.67500
N 3.07975 0.61618 -1.90813
C 2.57222 -0.17299 -3.02329
C 4.36658 1.24975 -2.16318
N 2.66935 1.54174 0.16373
C 2.65008 1.43515 1.61623
C 2.61140 2.90650 -0.39488
C 1.59927 -2.90557 -1.26355
N -2.38328 -1.83778 1.02677
C -3.06731 -0.91802 0.10116
C -2.99870 -1.94091 2.32765
H 0.24917 -5.24817 0.55219
H 0.09079 -5.04424 2.26799
H 0.83023 -3.76476 1.31313
H -2.10690 -5.71500 0.76868
H -3.25464 -4.32186 0.82970
H -2.62391 -5.05088 2.32671
H -1.63382 -3.90489 -1.73597
H -0.42782 -5.57303 -3.21044
H 1.99735 -5.70396 -3.22401
H 4.15550 -4.86843 -2.46773
H 5.47013 -3.24792 -1.14866
H 4.40325 -1.24878 -0.20845
H 1.58140 -0.52968 -2.82526
H 3.21052 -1.02796 -3.27912
H 2.53714 0.48145 -3.90396
H 4.74892 1.62790 -1.20787
H 4.23959 2.06250 -2.88804
H 5.03492 0.51712 -2.58337
H 2.71781 0.37840 1.87888
H 1.74905 1.91280 2.01633
H 3.52472 1.94304 2.04127
H 1.68134 3.04033 -0.96945
H 3.46105 3.17014 -1.00711
H 2.63591 3.64805 0.40351
H -2.47939 -0.73483 -0.79724
H -3.21723 0.04175 0.61044
H -4.07873 -1.26411 -0.14644
H -2.39093 -2.53323 3.00674
H -3.98573 -2.43272 2.27074
H -3.13730 -0.95186 2.75791
C 0.28453 -0.81364 3.76510
O -0.05415 -0.00727 2.64076
C -0.67632 1.19099 2.81470
C -1.11806 1.61974 4.04410
C -1.74155 2.87915 4.10696
Br -2.27554 3.58455 5.75668
C -2.01002 3.59015 2.96430
C -1.63955 3.07738 1.71846
C -0.91117 1.88065 1.61695
O -0.49438 1.38462 0.47008
C -1.99740 3.75420 0.47684
N -1.73625 3.28930 -0.73221
C -2.23395 4.15334 -1.69356
C -2.23763 4.09099 -3.08494
C -2.85236 5.16142 -3.73398
C -3.41389 6.23880 -3.02068
C -3.40926 6.26734 -1.63378
C -2.83415 5.19717 -0.98714
N -2.66273 4.89476 0.34796
H 0.94679 -0.25790 4.42777
H 0.83812 -1.67580 3.39964
H -0.60813 -1.13301 4.32326
H -0.87853 1.06593 4.93104
H -2.54577 4.53060 3.10222
H -1.23316 2.39661 -0.77290
H -1.88370 3.26415 -3.65129
H -2.88566 5.19490 -4.82057
H -3.84329 7.09882 -3.55052
H -3.83958 7.11647 -1.12068
H -3.01342 5.39858 1.14135
*
```

=====

This record from the OMol25 dataset describes a molecular structure, C31H57MnN5O2PSi2 at a distorted geometry. The level of theory is ωB97M-V/def2-TZVPD.

Computed properties:
- molecular weight (g/mol) = 673.91
- orbital gap (alpha / beta) (eV) = 7.263 / 8.147
- relative energy (zero: lowest compared OMol25 entry of this formula, charge and spin) (kJ/mol) = 33.2
- LUMO level (alpha / beta) (eV) = -3.7919 / -2.9387
- <S²> = 4.09

Geometry as ORCA input:
```
! wB97M-V def2-TZVPD RIJCOSX def2/J DEFGRID3
* xyz 1 4
Mn 0.27211 -0.03675 1.35446
C 5.38824 -1.25502 0.58645
N 4.45084 -2.38166 0.60881
C 4.12985 -2.76209 -0.77206
N 3.61459 -1.65093 -1.57730
C 4.57591 -0.54838 -1.53972
N 4.89559 -0.10648 -0.17915
C 3.77630 0.56050 0.46978
P 2.36310 -0.63679 0.61755
C 3.25294 -2.06699 1.37927
C 2.29212 -1.22775 -1.13933
H 6.31455 -1.59179 0.12427
H 5.60056 -0.94225 1.60877
H 3.39367 -3.56580 -0.76089
H 5.04030 -3.12981 -1.24297
H 4.18433 0.29295 -2.11112
H 5.49987 -0.88566 -2.00594
H 3.45548 1.42330 -0.11128
H 4.07024 0.90312 1.46048
H 2.56686 -2.91444 1.39824
H 3.52057 -1.82839 2.40911
H 1.92633 -0.41312 -1.76217
H 1.58342 -2.05102 -1.18863
C 0.56728 7.93134 -0.28935
C 0.60154 6.44512 -0.04628
C -0.30490 5.59355 -0.66679
C -0.28254 4.22198 -0.45758
C -1.30831 3.34793 -1.13950
C 0.67201 3.69766 0.42429
C 1.59032 4.53093 1.07784
C 2.61724 4.01892 2.06030
C 1.54335 5.89354 0.81486
C 0.67310 2.24343 0.70376
O 0.67108 1.80411 1.91524
O 0.66161 1.37777 -0.22277
H -0.19981 8.19928 -1.01445
H 1.53018 8.28608 -0.66321
H 0.36252 8.46824 0.63923
H -1.04941 6.00823 -1.34030
H -1.93719 3.94639 -1.79725
H -1.95568 2.86271 -0.40455
H -0.83736 2.56440 -1.72968
H 2.91434 2.98920 1.86574
H 2.21963 4.05070 3.07750
H 3.50969 4.64389 2.03131
H 2.26451 6.54440 1.30048
C -5.89586 -0.30771 2.31426
C -5.31310 0.82649 1.48120
N -4.03776 0.48440 0.83380
C -4.08009 -0.17130 -0.47598
C -3.90472 -1.68926 -0.41890
C -2.86834 0.65391 1.45942
C -2.84744 1.34698 2.78290
N -1.72974 0.29000 0.93808
H -6.81665 0.02798 2.79616
H -5.20157 -0.62907 3.09454
H -6.13820 -1.17281 1.69558
H -5.17830 1.71396 2.09388
H -6.01014 1.09997 0.69171
H -3.32007 0.27937 -1.11901
H -5.03817 0.08124 -0.92362
H -2.99143 -1.97120 0.11108
H -3.84696 -2.09228 -1.43254
H -4.75009 -2.16096 0.08280
H -3.23441 2.36247 2.68892
H -1.82424 1.40483 3.11189
H -3.44047 0.82185 3.53250
H -1.82690 -0.11074 0.01365
C -1.67842 -1.25669 4.93661
Si -0.06684 -0.31415 4.87583
C -0.26555 1.51521 5.23317
C 1.09942 -1.00652 6.15106
C 0.81653 -0.69694 3.25636
H -2.32722 -0.87946 5.73374
H -1.48336 -2.31518 5.13615
H -2.21651 -1.19614 3.98542
H 0.26109 1.75821 6.16041
H -1.31123 1.79541 5.37297
H 0.15373 2.13757 4.43767
H 0.61337 -0.96974 7.13258
H 2.02163 -0.42213 6.21366
H 1.36445 -2.04892 5.94744
H 0.99623 -1.76970 3.22653
H 1.79060 -0.19563 3.33636
C 1.00169 -5.44501 -0.56241
Si -0.58310 -4.82946 0.18908
C -1.01167 -5.79410 1.71449
C -1.95618 -4.95474 -1.05367
C -0.32239 -3.06800 0.66220
C -0.08981 -1.90911 0.95261
H 0.92116 -6.51789 -0.76103
H 1.85310 -5.29616 0.10937
H 1.21573 -4.94471 -1.51214
H -1.12643 -6.85211 1.46098
H -1.95415 -5.44403 2.14534
H -0.23564 -5.70871 2.47969
H -2.04388 -5.99553 -1.38249
H -1.76568 -4.33757 -1.93656
H -2.91694 -4.65608 -0.62292
*
```

=====

This record from the OMol25 dataset describes C6H10 in the gas phase. The level of theory is ωB97M-V/def2-TZVPD.

Computed properties:
- molecular weight (g/mol) = 82.15
- orbital gap (eV) = 9.507
- structure (SMILES) = C/C=C\C=C\C
- relative energy (zero: lowest compared OMol25 entry of this formula, charge and spin) (kJ/mol) = 78.5
- LUMO level (eV) = 1.1747

Geometry as ORCA input:
```
! wB97M-V def2-TZVPD RIJCOSX def2/J DEFGRID3
* xyz 0 1
C -2.48882 -0.79447 0.00387
C -2.03325 0.63834 -0.00211
C -0.76193 1.03791 -0.00602
C 0.39835 0.14137 0.02128
C 1.66858 0.53729 0.03362
C 2.85833 -0.38756 -0.00503
H -2.17734 -1.28104 0.94738
H -2.04012 -1.35195 -0.83818
H -3.59099 -0.88968 -0.09364
H -2.80570 1.39069 -0.00491
H -0.56038 2.11214 0.01242
H 0.16681 -0.92937 0.02956
H 1.84344 1.62323 -0.01622
H 2.85033 -1.06926 0.84996
H 3.78593 0.18716 -0.00333
H 2.88676 -0.96480 -0.92867
*
```